{
  "formula": "C3H4N2O",
  "method": "ωB97M-V with the def2-TZVPD basis set",
  "total_energy_ev": -8197.2985,
  "smiles": "N#CC1=CO1.N",
  "symbols": ["C", "C", "C", "N", "N", "O", "H", "H", "H", "H"],
  "xyz": [[1.85404, 0.57971, -0.44678], [0.52820, -1.68634, -0.51435], [0.86563, -0.37607, -0.54200], [2.75304, 1.27880, -0.37743], [-1.80869, 0.99673, 0.19871], [0.55484, -1.39262, 0.75490], [-2.58882, 0.63738, 1.11024], [0.32436, -2.50661, -1.08032], [-1.45015, 2.06190, 0.47539], [-1.03245, 0.40710, 0.42165]],
  "forces_ev_per_angstrom": [[-0.716, -1.641, -0.403], [1.713, 5.548, 1.110], [-0.775, -2.182, -0.335], [1.078, 1.376, 0.149], [-2.629, 2.220, 4.051], [-0.446, -0.826, 0.619], [3.068, 1.862, -3.496], [-0.635, -2.366, -1.248], [-1.366, -3.690, -0.605], [0.708, -0.300, 0.157]],
  "lowdin_charge": [-0.216, -0.058, -0.035, 0.175, -0.080, 0.026, 0.125, 0.106, 0.074, -0.118]
}

***

{
  "formula": "C2H9N4",
  "method": "ωB97M-V with the def2-TZVPD basis set",
  "total_charge": 1,
  "total_energy_ev": -8170.6569,
  "symbols": ["C", "C", "N", "N", "N", "N", "H", "H", "H", "H", "H", "H", "H", "H", "H"],
  "xyz": [[-2.11349, 0.85061, 0.13372], [-0.72916, 0.56966, -0.09166], [-1.40530, -0.48011, 0.09019], [0.45527, 1.14196, -0.10130], [2.98033, -0.08922, 0.07902], [-1.74459, -1.66955, -0.35617], [-2.41699, 1.03495, 1.21192], [-2.83564, 1.04336, -0.64096], [0.39162, 2.13658, -0.17886], [1.31357, 0.60727, -0.27868], [2.80414, -1.05463, -0.02493], [3.46688, 0.38639, -0.68648], [3.56479, -0.20539, 1.01996], [-2.72158, -1.88339, -0.14078], [-1.00985, -2.38850, -0.03499]],
  "forces_ev_per_angstrom": [[-1.290, -0.901, 2.771], [2.163, 1.376, 0.209], [-0.575, 2.427, 0.542], [-1.571, -0.847, -0.748], [1.225, 0.509, 3.282], [1.155, -4.050, -0.580], [0.041, 0.305, -1.583], [0.112, 0.297, -0.453], [0.510, 0.456, 0.064], [0.570, 0.196, 0.485], [-0.107, -1.223, -1.409], [0.367, -0.905, 0.584], [-1.260, 1.389, -2.793], [0.707, -0.173, 0.211], [-2.047, 1.144, -0.583]],
  "lowdin_charge": [0.084, -0.280, -0.062, 0.240, -0.011, 0.108, 0.144, 0.120, 0.133, 0.056, 0.003, 0.052, 0.118, 0.130, 0.165]
}

***

| no. | F_max (eV/Å) | HOMO level (eV) | orbital gap (eV) |
| --- | --- | --- | --- |
| 1 | 5.9 | -9.40 | 8.9 |
| 2 | 4.3 | -13.37 | 10.1 |